Entry 1:
{
  "formula": "C4ClF3",
  "method": "ωB97M-V/def2-TZVPD",
  "e_above_lowest_ev": 3.896,
  "orbital_gap_ev": [7.39, 7.40],
  "total_energy_ha": -911.86004,
  "symbols": ["C", "C", "C", "C", "F", "F", "F", "Cl"],
  "coordinates": [[-0.5336, -0.5969, 0.6993], [-0.7898, -1.3431, 1.7031], [-0.5997, 0.3037, -0.3727], [0.6672, -0.3754, -0.3871], [-0.2451, 2.4697, 0.5820], [-1.4886, 0.7009, -1.2160], [0.8484, -1.4112, -1.2199], [2.1412, 0.2522, 0.2114]],
  "forces_ev_per_a": [[-0.34, 1.43, -1.64], [-0.09, -0.67, 0.79], [-0.24, 2.52, 1.11], [0.91, -0.63, 0.29], [-0.25, -2.71, -1.10], [0.64, -0.60, 0.65], [-0.29, 0.58, 0.14], [-0.33, 0.08, -0.24]]
}

***

Entry 2:
{
  "formula": "C4ClO4",
  "method": "ωB97M-V/def2-TZVPD",
  "e_above_lowest_ev": 0.286,
  "orbital_gap_ev": 7.34,
  "total_energy_ha": -913.64363,
  "charge": -1,
  "symbols": ["C", "C", "C", "C", "O", "O", "O", "O", "Cl"],
  "coordinates": [[0.7810, 1.6069, 0.5312], [0.7915, -0.9267, 0.7554], [-1.8829, -1.1522, -0.8737], [1.0378, 0.3058, 0.7715], [-2.3700, -0.1212, -0.6639], [0.5971, 2.6813, 1.0266], [0.8720, -2.1102, 0.7478], [-1.3788, -2.1550, -0.9974], [1.5524, 1.8714, -1.2976]],
  "forces_ev_per_a": [[1.57, 1.45, -0.02], [1.65, 0.28, -0.01], [-0.84, 2.71, 1.00], [-1.54, -0.28, 0.90], [-0.40, 0.28, -0.27], [-0.73, -1.21, 0.05], [-0.73, -0.57, 0.15], [1.09, -2.97, -0.87], [-0.06, 0.31, -0.93]]
}